Entry 1:
{"formula": "C3H7NO2S", "method": "ωB97M-V/def2-TZVPD", "lumo_energy_ev": 0.636, "homo_energy_ev": -9.1, "elements": ["C", "C", "C", "N", "O", "O", "S", "H", "H", "H", "H", "H", "H", "H"], "positions_angstrom": [[-0.25455, 1.06852, -0.04341], [-1.61823, 1.75269, 0.05486], [1.42861, -1.69208, -0.86709], [-0.27725, -0.13427, 0.70377], [0.77021, 1.47120, -0.58690], [0.96866, -2.08173, 1.79001], [1.24445, -1.02586, 0.81306], [-1.81954, 2.55112, -0.77252], [-1.74356, 2.32935, 1.01082], [-2.44833, 1.16952, 0.23116], [2.56658, -1.77564, -1.10423], [1.08384, -1.05861, -1.62670], [0.94904, -2.59943, -1.12045], [-0.84993, 0.02524, 1.51762]], "forces_ev_per_a": [[0.8, -0.3, 0.7], [1.1, 4.0, -0.6], [2.2, -0.1, -0.1], [0.5, 0.8, -1.9], [-1.9, -0.5, 0.2], [-0.2, -0.4, -0.3], [0.5, 1.0, 0.6], [0.5, -1.7, 1.4], [1.1, 0.0, -0.6], [-1.6, -2.1, -0.6], [-1.9, 0.0, 0.9], [-0.6, 1.7, -0.7], [-0.5, -1.3, 0.6], [0.1, -1.0, 0.5]]}

***

Entry 2:
{"formula": "C3H7NO3", "method": "ωB97M-V/def2-TZVPD", "lumo_energy_ev": [3.853, 3.828], "homo_energy_ev": [0.1, -4.5], "s_squared": 0.77, "charge": -1, "multiplicity": 2, "elements": ["O", "C", "N", "C", "O", "C", "H", "H", "H", "H", "H", "H", "H", "O"], "positions_angstrom": [[0.78653, -1.57382, 0.21698], [-0.10899, -0.65728, 0.37226], [0.11600, 0.62572, -0.03447], [-0.79393, 1.64116, -0.13378], [-0.49690, 2.82616, -0.47408], [-1.50257, -0.93553, 0.80664], [0.98062, 0.71341, -0.56348], [-1.76609, 1.38909, 0.30399], [-1.83190, -0.39759, 1.68233], [-2.21679, -0.74329, -0.03586], [-1.62103, -2.00732, 1.01322], [3.36032, 0.30475, -1.12140], [2.54419, -0.99120, -0.74190], [2.55053, -0.19425, -1.29044]], "forces_ev_per_a": [[-0.6, 0.3, 0.1], [0.6, -0.6, 0.2], [0.0, -0.3, -0.6], [-0.1, 0.8, 0.2], [0.0, -0.5, 0.0], [-0.3, -1.3, -0.7], [0.1, 0.2, 0.3], [0.0, 0.2, -0.1], [-0.2, 0.5, 0.3], [0.2, 0.3, 0.4], [0.3, 0.2, 0.1], [-0.2, -0.3, 0.1], [-0.5, 0.1, 0.4], [0.8, 0.5, -0.6]]}

***

Entry 3:
{"formula": "C3H7NO3", "method": "ωB97M-V/def2-TZVPD", "lumo_energy_ev": [4.020, 3.980], "homo_energy_ev": [0.0, -4.5], "s_squared": 0.77, "charge": -1, "multiplicity": 2, "elements": ["O", "C", "N", "C", "O", "C", "H", "H", "H", "H", "H", "H", "H", "O"], "positions_angstrom": [[1.15600, 0.91890, 1.01381], [0.25587, 0.04791, 0.96223], [-0.60168, 0.29600, -0.20251], [-1.83970, -0.30145, -0.48861], [-2.16951, -0.46894, -1.69039], [-0.11646, -1.05040, 1.88982], [-0.08281, 0.80677, -0.89343], [-2.41441, -0.61410, 0.37954], [-0.89988, -1.65855, 1.42715], [0.87614, -1.54969, 1.92349], [-0.37324, -0.86360, 2.93541], [2.30834, 1.09595, -1.78546], [1.52908, 1.61571, -2.96535], [2.37225, 1.72550, -2.50571]], "forces_ev_per_a": [[1.4, -0.3, 1.3], [-2.3, 2.1, -3.0], [-1.0, -2.3, 2.9], [2.1, 1.2, -1.2], [-0.7, -0.2, 0.1], [1.4, -0.3, -0.5], [-0.3, 0.1, -0.4], [-0.1, 0.0, 0.1], [0.3, -0.2, 0.1], [-0.5, -0.6, 0.4], [-0.2, 0.5, 0.0], [0.0, -0.1, 0.5], [0.2, 0.1, 0.1], [-0.2, 0.0, -0.5]]}

***

Entry 4:
{"formula": "C3H7NO3", "method": "ωB97M-V/def2-TZVPD", "smiles": "CC(=O)NC=O.O", "lumo_energy_ev": 0.539, "homo_energy_ev": -10.4, "elements": ["C", "C", "O", "N", "C", "O", "H", "H", "H", "H", "H", "O", "H", "H"], "positions_angstrom": [[-1.29034, 1.05903, 0.86142], [0.12523, 0.65649, 1.13298], [0.51404, 0.28911, 2.21117], [1.00763, 0.70227, 0.06891], [0.75508, 1.06345, -1.24060], [1.60387, 1.07722, -2.08415], [-1.43553, 2.08874, 0.51728], [-1.74495, 0.41676, 0.08625], [-1.86718, 0.94106, 1.76897], [1.94182, 0.35793, 0.23186], [-0.28004, 1.34067, -1.46349], [0.35901, -3.18348, -1.03418], [-0.54076, -3.48443, -0.83596], [0.85214, -3.32483, -0.22045]], "forces_ev_per_a": [[-0.9, -0.1, -0.5], [0.0, 0.1, -0.2], [0.0, -0.1, 0.3], [0.0, 0.0, -0.5], [-0.2, 0.0, 0.2], [0.4, 0.0, -0.3], [0.4, -0.1, 0.0], [0.3, 0.2, 0.3], [0.0, -0.1, 0.2], [0.1, 0.0, 0.2], [-0.2, 0.0, 0.2], [-0.4, 0.0, 0.1], [0.4, 0.1, -0.1], [0.0, 0.0, 0.0]]}

***

Entry 5:
{"formula": "C3H7NO3", "method": "ωB97M-V/def2-TZVPD", "lumo_energy_ev": 0.213, "homo_energy_ev": -9.3, "elements": ["C", "C", "N", "C", "O", "O", "O", "H", "H", "H", "H", "H", "H", "H"], "positions_angstrom": [[-0.20577, 1.71137, 0.23102], [1.14359, -1.35042, -0.57692], [-1.57349, 0.25694, 0.80970], [-0.94067, -0.87610, 0.60227], [0.44488, -0.50081, 0.32466], [0.48245, 1.90867, -0.88479], [-1.30476, -2.02143, 0.40481], [1.37000, 1.52258, -0.81119], [-2.57023, 0.13703, 0.93945], [0.31137, 1.65327, 1.17840], [-1.13131, 2.26637, 0.18967], [0.92687, -1.05872, -1.61136], [2.21452, -1.26318, -0.37963], [0.83255, -2.38557, -0.41610]], "forces_ev_per_a": [[-2.1, 1.2, 0.7], [-0.3, -0.3, 0.3], [1.5, 0.5, 0.0], [1.0, -0.5, -2.2], [-0.2, -0.9, 0.4], [-0.3, -1.0, 0.4], [0.2, 0.5, 0.8], [-0.2, -0.2, 0.0], [0.0, 0.4, -0.2], [0.0, -0.2, -0.2], [0.4, 0.4, 0.1], [0.0, -0.1, 0.1], [-0.1, 0.1, 0.0], [0.0, 0.1, -0.1]]}

***

Entry 6:
{"formula": "C3H7NO3", "method": "ωB97M-V/def2-TZVPD", "lumo_energy_ev": -0.195, "homo_energy_ev": -8.3, "elements": ["C", "N", "C", "C", "O", "O", "O", "H", "H", "H", "H", "H", "H", "H"], "positions_angstrom": [[-0.83514, 0.46263, 1.34527], [1.75832, -0.10750, -0.07175], [-0.63469, 0.26551, -0.11455], [-1.47107, 0.45494, -1.12026], [0.95233, 0.80523, -0.46590], [2.69045, -0.24971, -1.06418], [0.34381, -1.38815, -0.34317], [3.32656, -0.87484, -0.68193], [0.19583, -1.98349, 0.40903], [-1.84836, 0.16414, 1.61827], [-0.68570, 1.51276, 1.60474], [-0.12989, -0.12603, 1.92985], [-1.17342, 0.31651, -2.14774], [-2.48903, 0.74801, -0.89768]], "forces_ev_per_a": [[0.1, 0.0, 0.0], [-0.3, 0.0, -0.5], [0.1, 0.0, -0.2], [0.1, 0.0, 0.1], [0.2, -0.6, 0.1], [-0.5, 0.0, 0.5], [0.3, 0.5, 0.1], [-0.1, 0.0, 0.0], [0.0, 0.1, -0.1], [0.0, 0.0, 0.0], [0.0, -0.1, 0.0], [0.0, 0.0, 0.0], [0.0, 0.0, 0.0], [0.0, 0.0, 0.0]]}

***

Number 1: total energy -721.8763 hartree. Number 2: total energy -398.9890 hartree. Number 3: total energy -398.9674 hartree. Number 4: total energy -399.0069 hartree. Number 5: total energy -398.8896 hartree. Number 6: total energy -398.7158 hartree.